The following is a quantum chemistry calculation of a cluster of 3 separate species, C24H48O8S in total at a distorted geometry, from the Open Molecules 2025 dataset.

```
81
C24H48O8S | the Open Molecules 2025 dataset | ωB97M-V/def2-TZVPD
C -6.36658 -3.15758 1.45366
C -5.28882 -3.29423 2.00960
C -3.94451 -3.46643 2.83908
C -3.91120 -4.98686 3.27527
C -2.76032 -3.11591 1.78577
S -3.31610 -3.81169 0.13354
C -2.59489 -2.77911 -1.21198
C -3.35685 -1.38351 -1.42295
O -4.04651 -2.51364 3.91514
C -3.03645 -2.66020 4.88875
O -3.38230 -3.06432 5.98651
C -1.51057 -2.31623 4.70022
C -0.68878 -3.65100 5.09210
C 0.58204 -3.87582 4.11703
C 0.32061 -5.09511 3.09563
H -7.36988 -3.41863 1.02841
H -4.94875 -5.34156 3.54011
H -3.59760 -5.57548 2.34938
H -3.15808 -5.24004 4.07206
H -1.77251 -3.55855 2.09244
H -2.68567 -1.99141 1.62102
H -2.63943 -3.32872 -2.20533
H -1.50651 -2.56610 -1.01087
H -4.05850 -1.14014 -0.56993
H -2.58181 -0.54973 -1.43785
H -3.91762 -1.35411 -2.40752
H -1.25601 -1.95870 3.65399
H -1.16532 -1.52701 5.43653
H -0.34153 -3.61145 6.17156
H -1.33882 -4.57976 5.02563
H 1.51053 -4.12331 4.71119
H 0.72744 -2.89623 3.56347
H -0.01803 -4.71371 2.08103
H -0.51403 -5.77285 3.45783
H 1.27366 -5.68755 2.92065
C 3.81655 0.19062 -1.99498
O 3.12553 -0.20182 -3.16630
C 2.50462 -1.47598 -3.08333
C 1.03945 -1.44002 -3.51313
O 0.15395 -0.65917 -2.71460
C 0.36766 0.75148 -2.67287
C 0.18072 1.51478 -3.98073
O 1.14047 1.14995 -4.96598
C 0.57449 0.79866 -6.21840
H 4.87132 -0.08979 -2.07679
H 3.75317 1.27803 -1.91484
H 3.38261 -0.23871 -1.08725
H 2.57861 -1.89886 -2.07492
H 3.04565 -2.14073 -3.76692
H 0.65927 -2.46485 -3.44612
H 0.94176 -1.16930 -4.56400
H 1.32917 0.97660 -2.21490
H -0.37848 1.13455 -1.96914
H 0.32876 2.58124 -3.77784
H -0.84642 1.37853 -4.34272
H -0.40189 0.31740 -6.11173
H 1.25013 0.09017 -6.70069
H 0.49413 1.68811 -6.84897
C 3.73492 6.23082 -2.10101
O 2.66606 6.27340 -1.17212
C 1.41448 5.85952 -1.69920
C 0.72929 4.81372 -0.82212
O 1.39149 3.55907 -0.68496
C 2.65793 3.54310 -0.03098
C 2.67626 3.93433 1.44431
O 2.31091 5.29290 1.65092
C 1.28678 5.47338 2.61629
H 3.85269 7.21069 -2.57353
H 4.65036 5.99985 -1.55176
H 3.59793 5.45950 -2.86410
H 1.51221 5.47211 -2.71977
H 0.77317 6.74784 -1.73705
H -0.23323 4.58238 -1.29023
H 0.47824 5.21995 0.15714
H 3.38875 4.11385 -0.60263
H 2.99815 2.50409 -0.09029
H 3.70169 3.82482 1.81453
H 2.03612 3.24912 2.01439
H 0.57467 4.64328 2.62538
H 0.74284 6.38301 2.35654
H 1.73227 5.60428 3.60591
```

As for the electronic energy: -52873.0947 eV. Its frontier orbital gap is 8.6058 eV. For the HOMO energy, the calculation gives -8.24 eV. For the LUMO energy, the calculation gives 0.4 eV. The spin multiplicity is 1. As for the SMILES: C#C[C@@](C)(CSCC)OC(=O)CCCC.COCCOCCOC.COCCOCCOC. The relative energy (zero: lowest compared OMol25 entry of this formula, charge and spin) is 2.417 eV.